{"formula": "C25H26LaN9O2S4Si", "method": "ωB97M-V/def2-TZVPD", "symbols": ["La", "O", "C", "C", "C", "C", "C", "C", "C", "O", "N", "N", "C", "S", "C", "C", "S", "H", "H", "H", "H", "H", "H", "H", "H", "H", "N", "C", "N", "C", "N", "C", "C", "N", "C", "C", "N", "H", "H", "H", "H", "H", "C", "Si", "C", "C", "C", "C", "C", "C", "N", "C", "S", "H", "H", "H", "H", "H", "H", "H", "H", "H", "H", "H", "H", "S", "C", "N"], "coordinates": [[10.64, 10.61, 11.80], [14.54, 8.75, 15.97], [15.25, 8.61, 14.84], [16.52, 7.93, 14.90], [17.30, 7.88, 13.77], [16.83, 8.39, 12.57], [15.52, 8.85, 12.48], [14.73, 8.98, 13.59], [13.42, 9.57, 13.35], [12.92, 9.63, 12.20], [12.85, 9.98, 14.45], [11.66, 10.50, 14.24], [10.94, 11.05, 15.25], [9.41, 11.83, 14.92], [9.23, 12.83, 16.42], [10.20, 12.34, 17.51], [11.60, 11.38, 16.84], [13.74, 9.34, 15.73], [16.63, 7.50, 15.87], [18.29, 7.44, 13.77], [17.51, 8.37, 11.75], [15.13, 9.07, 11.49], [8.22, 12.72, 16.79], [9.37, 13.93, 16.20], [9.65, 11.69, 18.25], [10.70, 13.20, 18.04], [10.37, 6.60, 9.06], [10.15, 7.08, 10.27], [10.59, 8.32, 10.32], [11.01, 8.56, 9.04], [10.91, 7.52, 8.22], [11.49, 9.82, 8.53], [11.61, 10.01, 7.15], [11.91, 11.20, 6.64], [12.15, 12.25, 7.39], [12.13, 12.06, 8.75], [11.70, 10.91, 9.34], [10.12, 5.68, 8.68], [9.75, 6.49, 11.12], [11.44, 9.19, 6.42], [12.27, 13.20, 6.90], [12.35, 12.85, 9.45], [8.43, 17.76, 10.66], [8.03, 15.96, 10.68], [6.75, 15.50, 11.98], [7.35, 15.40, 9.02], [9.69, 15.21, 11.21], [10.74, 15.93, 11.72], [11.91, 15.32, 12.25], [11.96, 13.95, 12.17], [10.94, 13.20, 11.74], [9.83, 13.73, 11.16], [8.61, 12.60, 10.71], [7.56, 18.34, 10.32], [9.26, 18.04, 9.97], [8.73, 18.09, 11.62], [5.78, 15.88, 11.74], [7.01, 15.75, 13.02], [6.65, 14.37, 12.00], [7.19, 16.20, 8.33], [6.40, 14.88, 9.15], [7.95, 14.62, 8.47], [10.61, 17.00, 11.65], [12.68, 15.94, 12.69], [12.89, 13.43, 12.58], [8.42, 6.93, 14.21], [8.58, 8.27, 13.34], [8.81, 9.32, 12.79]], "nbo_charge": [2.104, -0.693, 0.393, -0.287, -0.186, -0.259, -0.149, -0.251, 0.628, -0.811, -0.485, -0.425, -0.102, 0.361, -0.537, -0.541, 0.318, 0.506, 0.227, 0.210, 0.205, 0.224, 0.241, 0.232, 0.233, 0.243, -0.328, 0.235, -0.537, 0.267, -0.236, 0.121, 0.044, -0.356, 0.004, 0.045, -0.466, 0.432, 0.259, 0.229, 0.219, 0.221, -1.135, 1.643, -1.118, -1.123, -0.509, -0.145, -0.292, 0.040, -0.672, 0.115, -0.346, 0.243, 0.241, 0.232, 0.235, 0.233, 0.262, 0.232, 0.247, 0.257, 0.215, 0.226, 0.209, -0.193, 0.170, -0.818], "lumo_energy_ev": -1.0, "molar_mass_g_mol": 779.804, "charge": 0, "de_lowest_kcal_mol": 1.92}


{"formula": "C25H26N2O4S", "method": "ωB97M-V/def2-TZVPD", "symbols": ["O", "C", "C", "N", "C", "S", "C", "C", "C", "C", "C", "C", "N", "C", "C", "O", "C", "O", "C", "C", "C", "C", "C", "C", "C", "O", "C", "C", "C", "C", "C", "C", "H", "H", "H", "H", "H", "H", "H", "H", "H", "H", "H", "H", "H", "H", "H", "H", "H", "H", "H", "H", "H", "H", "H", "H", "H", "H"], "coordinates": [[-1.29, -2.54, -1.50], [-0.36, -2.86, -0.49], [-0.92, -2.53, 0.91], [-1.41, -1.20, 0.93], [-2.62, -0.92, 0.73], [-4.01, -2.07, 0.59], [-5.11, -0.73, 0.35], [-6.47, -0.80, 0.15], [-7.17, 0.38, -0.03], [-6.51, 1.60, -0.01], [-5.14, 1.67, 0.20], [-4.43, 0.49, 0.39], [-3.08, 0.36, 0.63], [-2.12, 1.43, 0.55], [-1.68, 1.69, -0.92], [-1.85, 0.57, -1.73], [-0.23, 2.21, -0.94], [0.56, 1.31, -0.20], [1.81, 1.68, 0.19], [2.38, 0.91, 1.21], [3.65, 1.19, 1.66], [4.38, 2.23, 1.11], [3.81, 3.00, 0.10], [2.53, 2.73, -0.36], [0.89, -2.04, -0.80], [1.95, -2.53, 0.00], [3.17, -1.94, -0.14], [4.16, -2.39, 0.74], [5.43, -1.86, 0.69], [5.75, -0.88, -0.24], [4.77, -0.44, -1.11], [3.49, -0.96, -1.07], [-2.14, -2.95, -1.30], [-0.10, -3.93, -0.52], [-0.11, -2.62, 1.64], [-1.71, -3.26, 1.16], [-6.97, -1.75, 0.12], [-8.23, 0.35, -0.20], [-7.06, 2.52, -0.15], [-4.64, 2.62, 0.22], [-2.53, 2.33, 1.00], [-1.25, 1.10, 1.12], [-2.33, 2.46, -1.37], [-1.32, -0.17, -1.40], [-0.19, 3.21, -0.48], [0.10, 2.27, -1.98], [1.80, 0.10, 1.63], [4.08, 0.58, 2.44], [5.37, 2.45, 1.46], [4.37, 3.81, -0.33], [2.11, 3.33, -1.15], [1.12, -2.16, -1.86], [0.70, -0.98, -0.58], [3.91, -3.15, 1.46], [6.19, -2.21, 1.37], [6.74, -0.46, -0.28], [5.00, 0.33, -1.84], [2.75, -0.59, -1.76]], "nbo_charge": [-0.725, 0.084, -0.256, -0.557, 0.365, 0.252, -0.233, -0.191, -0.234, -0.197, -0.265, 0.240, -0.430, -0.260, 0.077, -0.714, -0.090, -0.539, 0.380, -0.285, -0.174, -0.242, -0.196, -0.321, -0.092, -0.506, 0.301, -0.258, -0.198, -0.248, -0.199, -0.261, 0.481, 0.170, 0.221, 0.172, 0.220, 0.217, 0.216, 0.215, 0.209, 0.261, 0.181, 0.491, 0.180, 0.191, 0.229, 0.218, 0.214, 0.212, 0.217, 0.185, 0.201, 0.220, 0.212, 0.212, 0.215, 0.215], "lumo_energy_ev": 0.6, "molar_mass_g_mol": 450.560, "charge": 0, "de_lowest_kcal_mol": 37.21, "smiles": "O[C@H](C/N=c1\\sc2ccccc2n1C[C@H](O)COc1ccccc1)COc1ccccc1"}


{"formula": "C25H26N7O2RuS2", "method": "ωB97M-V/def2-TZVPD", "symbols": ["Ru", "N", "C", "C", "C", "C", "C", "C", "C", "C", "N", "C", "H", "H", "H", "H", "H", "H", "H", "H", "C", "C", "C", "C", "C", "C", "C", "S", "O", "O", "N", "C", "C", "C", "C", "C", "N", "H", "H", "H", "H", "H", "H", "H", "H", "H", "H", "H", "C", "C", "C", "N", "N", "C", "N", "S", "H", "H", "H", "H", "H", "H", "H"], "coordinates": [[0.56, -0.23, -0.06], [1.03, 1.83, 0.24], [0.37, 2.71, -0.73], [0.46, 4.07, -0.68], [-0.16, 4.84, -1.69], [-0.81, 4.23, -2.73], [-0.91, 2.82, -2.79], [-1.55, 2.12, -3.84], [-1.58, 0.75, -3.82], [-1.01, 0.07, -2.74], [-0.40, 0.69, -1.73], [-0.32, 2.06, -1.76], [2.04, 1.93, 0.20], [0.78, 2.13, 1.18], [1.00, 4.57, 0.11], [-0.09, 5.92, -1.65], [-1.27, 4.83, -3.51], [-2.01, 2.68, -4.65], [-2.05, 0.19, -4.61], [-1.04, -1.01, -2.71], [5.79, -3.86, -2.50], [5.13, -3.03, -1.44], [4.87, -1.67, -1.66], [4.33, -0.88, -0.66], [4.02, -1.48, 0.56], [4.26, -2.83, 0.81], [4.83, -3.59, -0.19], [3.34, -0.52, 1.81], [3.52, 0.87, 1.58], [3.42, -1.13, 3.09], [1.57, -0.62, 1.44], [0.58, -0.51, 2.43], [0.56, -0.55, 3.81], [-0.68, -0.28, 4.40], [-1.77, 0.06, 3.64], [-1.66, 0.11, 2.24], [-0.51, -0.23, 1.68], [5.73, -3.40, -3.48], [5.35, -4.86, -2.55], [6.85, -3.99, -2.26], [5.14, -1.23, -2.61], [4.21, 0.18, -0.81], [4.06, -3.26, 1.79], [5.07, -4.63, 0.00], [1.45, -0.79, 4.38], [-0.76, -0.31, 5.48], [-2.72, 0.32, 4.10], [-2.48, 0.41, 1.61], [1.98, -4.24, -3.93], [1.85, -4.68, -2.47], [0.88, -3.83, -1.73], [1.11, -2.63, -1.34], [0.04, -2.07, -0.69], [-1.04, -2.85, -0.63], [-2.22, -2.49, -0.14], [-0.74, -4.39, -1.34], [2.72, -4.85, -4.44], [2.30, -3.20, -3.99], [1.04, -4.34, -4.47], [2.81, -4.61, -1.96], [1.53, -5.73, -2.42], [-2.37, -1.54, 0.16], [-3.00, -3.12, -0.12]], "nbo_charge": [1.106, -0.759, 0.057, -0.152, -0.168, -0.126, -0.104, -0.028, -0.261, 0.110, -0.534, 0.221, 0.445, 0.423, 0.253, 0.265, 0.258, 0.261, 0.267, 0.212, -0.661, 0.097, -0.203, -0.181, -0.391, -0.146, -0.220, 2.314, -0.891, -0.853, -0.472, 0.278, -0.168, -0.093, -0.191, 0.083, -0.384, 0.238, 0.236, 0.271, 0.245, 0.240, 0.258, 0.250, 0.299, 0.278, 0.278, 0.239, -0.597, -0.466, 0.138, -0.290, -0.375, 0.271, -0.739, 0.510, 0.251, 0.214, 0.225, 0.250, 0.250, 0.413, 0.449], "lumo_energy_ev": [-12.0, -12.0], "molar_mass_g_mol": 621.734, "charge": 3, "de_lowest_kcal_mol": 0.00}


Number 1: maximum force 6.09 eV/Å. Number 2: maximum force 0.92 eV/Å. Number 3: maximum force 0.92 eV/Å.